Entry 1:
A single C18H20N2O5 molecule. Source: the Open Molecules 2025 dataset; level of theory: ωB97M-V with the def2-TZVPD basis set.

Bonds (Å) are listed after each position.
Geometry (Å):
1 C 5.0157 0.0682 2.3384  O2 1.406, H43 1.088, H44 1.098, H45 1.096
2 O 4.1816 -0.6787 1.4887  C1 1.406, C3 1.403
3 C 4.2178 -0.2996 0.1383  O2 1.403, C4 1.531, H41 1.093, H42 1.101
4 C 3.4833 1.0066 -0.1732  C3 1.531, H5 1.096, H6 1.096, O7 1.419
5 H 3.8118 1.8228 0.4805  C4 1.096
6 H 3.6726 1.3066 -1.2103  C4 1.096
7 O 2.0935 0.7874 0.0086  C4 1.419, C8 1.341
8 C 1.2699 1.7676 -0.3890  O7 1.341, O9 1.226, C10 1.444
9 O 1.6856 2.8231 -0.8535  C8 1.226
10 C -0.1209 1.4265 -0.2013  C8 1.444, C11 1.363, C29 1.513
11 C -1.0900 2.3115 -0.5703  C10 1.363, N12 1.344, O15 1.365
12 N -0.8482 3.4982 -1.1523  C11 1.344, H13 1.004, H14 1.016
13 H -1.5925 4.1640 -1.2525  N12 1.004
14 H 0.1336 3.7502 -1.2281  N12 1.016
15 O -2.4232 2.0729 -0.4020  C11 1.365, C16 1.364
16 C -2.8044 0.9300 0.2372  O15 1.364, C17 1.341, C22 1.497
17 C -1.9479 -0.0196 0.6413  C16 1.341, C18 1.469, C29 1.510
18 C -2.4090 -1.2026 1.3793  C17 1.469, O19 1.211, C20 1.517
19 O -1.6426 -2.0518 1.7783  C18 1.211
20 C -3.8994 -1.2779 1.6526  C18 1.517, C21 1.522, H27 1.091, H28 1.095
21 C -4.7198 -0.5962 0.5665  C20 1.522, C22 1.524, H25 1.091, H26 1.092
22 C -4.2853 0.8594 0.4438  C16 1.497, C21 1.524, H23 1.092, H24 1.095
23 H -4.7817 1.3584 -0.3905  C22 1.092
24 H -4.5449 1.4056 1.3566  C22 1.095
25 H -5.7829 -0.6516 0.8050  C21 1.091
26 H -4.5580 -1.1074 -0.3849  C21 1.092
27 H -4.1761 -2.3270 1.7651  C20 1.091
28 H -4.0741 -0.7852 2.6143  C20 1.095
29 C -0.4703 0.0580 0.3411  C10 1.513, C17 1.510, C30 1.513, H40 1.096
30 C -0.1009 -1.0013 -0.6742  C29 1.513, C31 1.389, C35 1.391
31 C -0.7133 -1.0340 -1.9201  C30 1.389, C32 1.385, H39 1.083
32 C -0.3262 -1.9954 -2.8385  C31 1.385, C33 1.386, H38 1.080
33 C 0.6734 -2.8831 -2.4730  C32 1.386, N34 1.322, H37 1.083
34 N 1.2635 -2.8616 -1.2902  C33 1.322, C35 1.320
35 C 0.8801 -1.9523 -0.4131  C30 1.391, N34 1.320, H36 1.081
36 H 1.3843 -1.9752 0.5431  C35 1.081
37 H 1.0215 -3.6474 -3.1561  C33 1.083
38 H -0.7847 -2.0495 -3.8144  C32 1.080
39 H -1.4809 -0.3129 -2.1706  C31 1.083
40 H 0.0973 -0.1448 1.2563  C29 1.096
41 H 3.7277 -1.1131 -0.4023  C3 1.093
42 H 5.2587 -0.2026 -0.2071  C3 1.101
43 H 4.9816 -0.4260 3.3074  C1 1.088
44 H 6.0495 0.0768 1.9699  C1 1.098
45 H 4.6745 1.1029 2.4551  C1 1.096

energy above the lowest of the compared OMol25 structures with the same formula, charge and spin: 30.9 kcal/mol
structure (SMILES): COCCOC(=O)C1=C(N)OC2=C(C(=O)CCC2)[C@H]1c1cccnc1
HOMO energy: -8.42 eV
E_LUMO: 0.48 eV
net charge: 0
gap between HOMO and LUMO: 8.905 eV
2S+1: 1

Entry 2:
A single C18H20N4O molecule in a non-equilibrium geometry. Source: the Open Molecules 2025 dataset; level of theory: ωB97M-V with the def2-TZVPD basis set.

Bonds (Å) are listed after each position.
Geometry (Å):
1 C 7.6865 -0.6560 0.0707  H2 1.031, H3 1.233, H4 1.198, C5 1.480
2 H 7.8140 -1.2958 0.8695  C1 1.031
3 H 8.6910 0.0498 -0.0456  C1 1.233
4 H 7.7152 -1.3305 -0.9192  C1 1.198
5 C 6.4112 0.0539 -0.1721  C1 1.480, C6 1.427, C10 1.722, C14 1.414
6 C 6.3345 1.0122 -1.2270  C5 1.427, H7 1.040, H8 1.143, H9 1.158
7 H 7.1880 1.5992 -1.1324  C6 1.040
8 H 5.4925 1.7617 -1.4178  C6 1.143
9 H 6.3335 0.5048 -2.2684  C6 1.158
10 C 6.4306 1.0712 1.2175  C5 1.722, H11 1.178, H12 0.945, H13 1.030
11 H 7.2204 1.9445 1.2547  C10 1.178
12 H 6.2872 0.6066 2.0283  C10 0.945
13 H 5.5377 1.5760 1.1237  C10 1.030
14 C 5.1729 -0.6008 0.0248  C5 1.414, C15 1.517, H42 0.957, H43 1.172
15 C 3.7857 -0.0108 -0.1457  C14 1.517, O16 1.229, N17 1.452
16 O 3.5475 1.1681 0.1059  C15 1.229
17 N 2.8172 -1.0777 0.0331  C15 1.452, C18 1.488, H41 0.950
18 C 1.3628 -0.7664 0.0604  N17 1.488, C19 1.499, C23 1.244
19 C 0.9163 0.6578 -0.0806  C18 1.499, C20 1.519, H40 0.998
20 C -0.5911 0.7162 0.1004  C19 1.519, C21 1.463, H39 1.075
21 C -1.4320 -0.4618 -0.1121  C20 1.463, C22 1.297, C26 1.327
22 C -0.9093 -1.6240 0.1295  C21 1.297, C23 1.492, H25 1.034
23 C 0.5754 -1.7288 0.0304  C18 1.244, C22 1.492, H24 1.125
24 H 0.9682 -2.7771 0.1446  C23 1.125
25 H -1.4045 -2.4384 -0.2725  C22 1.034
26 C -2.7420 -0.2636 -0.0310  C21 1.327, C27 1.590, N34 1.273
27 C -3.8041 -1.4465 -0.0189  C26 1.590, N28 1.528, H38 0.908
28 N -4.9590 -0.4461 -0.0493  C27 1.528, C29 1.531, C33 1.310
29 C -6.3604 -1.0444 0.0973  N28 1.531, C30 1.287, H37 1.062
30 C -7.2227 -0.0905 0.0551  C29 1.287, C31 1.554, H36 1.034
31 C -6.8601 1.4153 -0.0716  C30 1.554, N32 1.232, H35 0.996
32 N -5.6591 1.6786 -0.1506  C31 1.232, C33 1.332
33 C -4.6472 0.8252 -0.0018  N28 1.310, N32 1.332, N34 1.244
34 N -3.4037 0.8235 -0.0461  C26 1.273, C33 1.244
35 H -7.6502 2.0203 -0.0192  C31 0.996
36 H -8.2555 -0.1263 0.0237  C30 1.034
37 H -6.4525 -2.0650 -0.1822  C29 1.062
38 H -3.7575 -2.3110 0.2532  C27 0.908
39 H -1.0482 1.6841 0.0025  C20 1.075
40 H 1.3207 1.5561 0.0821  C19 0.998
41 H 3.1354 -1.9660 0.1412  N17 0.950
42 H 5.0533 -1.2681 -0.6512  C14 0.957
43 H 5.0937 -1.3688 0.9063  C14 1.172

energy above the lowest of the compared OMol25 structures with the same formula, charge and spin: 294.4 kcal/mol
structure (SMILES): CC(C)(C)CC(=O)Nc1ccc(-c2cn3cccnc3n2)cc1
HOMO energy: -7.71 eV
E_LUMO: 0.22 eV
net charge: 0
gap between HOMO and LUMO: 7.928 eV
2S+1: 1

Entry 3:
A single C18H20N4O2S molecule in a non-equilibrium geometry. Source: the Open Molecules 2025 dataset; level of theory: ωB97M-V with the def2-TZVPD basis set.

Bonds (Å) are listed after each position.
Geometry (Å):
1 C 0.2123 -2.6140 -4.2468  H2 1.092, H3 1.092, H4 1.087, O5 1.419
2 H 0.2223 -3.3474 -3.4375  C1 1.092
3 H 1.2394 -2.4394 -4.5743  C1 1.092
4 H -0.3990 -2.9659 -5.0737  C1 1.087
5 O -0.3800 -1.4023 -3.8064  C1 1.419, C6 1.338
6 C 0.2388 -0.7814 -2.7961  O5 1.338, O7 1.222, C8 1.468
7 O 1.2545 -1.2441 -2.2988  C6 1.222
8 C -0.4324 0.4547 -2.3749  C6 1.468, C9 1.398, C13 1.418
9 C -1.5057 0.9269 -3.1359  C8 1.398, C10 1.376, H45 1.078
10 C -2.2050 2.0524 -2.7640  C9 1.376, C11 1.388, H44 1.079
11 C -1.8369 2.7276 -1.6080  C10 1.388, C12 1.378, H43 1.080
12 C -0.7761 2.2919 -0.8447  C11 1.378, C13 1.397, H42 1.076
13 C -0.0492 1.1542 -1.2029  C8 1.418, C12 1.397, N14 1.379
14 N 1.0102 0.6605 -0.4711  C13 1.379, C15 1.361, H41 1.022
15 C 1.3939 0.8645 0.8186  N14 1.361, N16 1.364, S40 1.659
16 N 2.1723 -0.1094 1.3722  C15 1.364, C17 1.449, C33 1.454
17 C 2.4680 -0.0109 2.7873  N16 1.449, H18 1.092, C19 1.551, H39 1.090
18 H 3.3373 -0.6404 2.9877  C17 1.092
19 C 1.2253 -0.4928 3.5802  C17 1.551, N20 1.450, H37 1.087, H38 1.094
20 N 0.4497 -1.3882 2.7445  C19 1.450, C21 1.381, C31 1.447
21 C -0.6439 -0.9256 2.0394  N20 1.381, N22 1.335, C26 1.403
22 N -0.8589 -1.5008 0.8535  C21 1.335, C23 1.322
23 C -1.9106 -1.1337 0.1423  N22 1.322, C24 1.380, H30 1.084
24 C -2.8048 -0.1608 0.5410  C23 1.380, C25 1.390, H29 1.078
25 C -2.6003 0.4244 1.7856  C24 1.390, C26 1.377, H28 1.080
26 C -1.5274 0.0343 2.5558  C21 1.403, C25 1.377, H27 1.078
27 H -1.3782 0.4648 3.5324  C26 1.078
28 H -3.2808 1.1786 2.1532  C25 1.080
29 H -3.6296 0.1284 -0.0896  C24 1.078
30 H -2.0226 -1.6466 -0.8055  C23 1.084
31 C 1.3207 -2.2973 2.0305  N20 1.447, H32 1.088, C33 1.553, H36 1.092
32 H 0.7102 -3.0521 1.5387  C31 1.088
33 C 2.1453 -1.5081 0.9771  N16 1.454, C31 1.553, H34 1.095, H35 1.086
34 H 3.1764 -1.8733 0.9394  C33 1.095
35 H 1.6945 -1.6469 -0.0011  C33 1.086
36 H 1.9714 -2.7754 2.7664  C31 1.092
37 H 0.6226 0.3663 3.8649  C19 1.087
38 H 1.5341 -1.0245 4.4857  C19 1.094
39 H 2.7082 1.0213 3.0400  C17 1.090
40 S 1.0743 2.2529 1.6693  C15 1.659
41 H 1.4399 -0.1372 -0.9434  N14 1.022
42 H -0.5023 2.8326 0.0446  C12 1.076
43 H -2.3787 3.6098 -1.3012  C11 1.080
44 H -3.0296 2.4041 -3.3647  C10 1.079
45 H -1.7793 0.3867 -4.0283  C9 1.078

energy above the lowest of the compared OMol25 structures with the same formula, charge and spin: 19.9 kcal/mol
structure (SMILES): COC(=O)c1ccccc1NC(=S)N1CCN(c2ccccn2)CC1
HOMO energy: -7.94 eV
E_LUMO: 0.34 eV
net charge: 0
gap between HOMO and LUMO: 8.280 eV
2S+1: 1

Entry 4:
A single C18H20N4O4 molecule. Source: the Open Molecules 2025 dataset; level of theory: ωB97M-V with the def2-TZVPD basis set.

Bonds (Å) are listed after each position.
Geometry (Å):
1 C 1.8982 5.7243 0.0910  H2 1.089, O3 1.407, H45 1.095, H46 1.095
2 H 2.6443 6.5174 0.0921  C1 1.089
3 O 2.4817 4.6534 0.7932  C1 1.407, C4 1.358
4 C 1.7692 3.5110 0.9678  O3 1.358, C5 1.398, C9 1.391
5 C 2.4104 2.4990 1.6884  C4 1.398, C6 1.373, H44 1.078
6 C 1.7678 1.3057 1.9092  C5 1.373, C7 1.396, H43 1.078
7 C 0.4755 1.0770 1.4341  C6 1.396, C8 1.410, C16 1.443
8 C -0.1721 2.0997 0.7104  C7 1.410, C9 1.391, O11 1.353
9 C 0.4834 3.3047 0.4796  C4 1.391, C8 1.391, H10 1.077
10 H -0.0110 4.0798 -0.0815  C9 1.077
11 O -1.4204 1.8264 0.2652  C8 1.353, C12 1.408
12 C -2.0558 2.7243 -0.6133  O11 1.408, H13 1.094, H14 1.095, H15 1.088
13 H -1.4694 2.8658 -1.5255  C12 1.094
14 H -2.2497 3.6904 -0.1357  C12 1.095
15 H -3.0039 2.2548 -0.8689  C12 1.088
16 C -0.1933 -0.1898 1.6097  C7 1.443, N17 1.277, H42 1.085
17 N 0.4411 -1.1933 2.0810  C16 1.277, N18 1.363
18 N -0.1181 -2.4345 2.1552  N17 1.363, C19 1.357, H41 1.013
19 C -1.3191 -2.8732 1.7004  N18 1.357, O20 1.217, C21 1.522
20 O -2.2460 -2.1597 1.3658  C19 1.217
21 C -1.3678 -4.3779 1.4772  C19 1.522, C22 1.533, H39 1.089, H40 1.088
22 C -0.7996 -4.5176 0.0601  C21 1.533, O23 1.211, N24 1.351
23 O 0.2359 -5.1003 -0.1758  C22 1.211
24 N -1.5525 -3.8834 -0.8653  C22 1.351, H25 1.013, C26 1.452
25 H -2.3045 -3.2976 -0.5223  N24 1.013
26 C -1.0019 -3.5087 -2.1559  N24 1.452, C27 1.509, H37 1.092, H38 1.093
27 C -0.3496 -2.1520 -2.0579  C26 1.509, C28 1.390, C32 1.392
28 C -0.9582 -1.0011 -2.5439  C27 1.390, N29 1.322, H36 1.083
29 N -0.4301 0.2069 -2.4450  C28 1.322, C30 1.321
30 C 0.7333 0.3300 -1.8313  N29 1.321, C31 1.387, H35 1.082
31 C 1.4221 -0.7415 -1.2826  C30 1.387, C32 1.383, H34 1.078
32 C 0.8705 -2.0041 -1.4038  C27 1.392, C31 1.383, H33 1.080
33 H 1.3734 -2.8710 -1.0001  C32 1.080
34 H 2.3606 -0.5885 -0.7741  C31 1.078
35 H 1.1344 1.3338 -1.7751  C30 1.082
36 H -1.9152 -1.0506 -3.0490  C28 1.083
37 H -1.8054 -3.5036 -2.8957  C26 1.092
38 H -0.2613 -4.2682 -2.4193  C26 1.093
39 H -2.4015 -4.7184 1.5113  C21 1.089
40 H -0.7549 -4.9430 2.1760  C21 1.088
41 H 0.5723 -3.1248 2.4233  N18 1.013
42 H -1.2248 -0.2291 1.2751  C16 1.085
43 H 2.2485 0.5118 2.4573  C6 1.078
44 H 3.4069 2.6827 2.0555  C5 1.078
45 H 1.6662 5.4499 -0.9432  C1 1.095
46 H 0.9904 6.0832 0.5864  C1 1.095

energy above the lowest of the compared OMol25 structures with the same formula, charge and spin: 58.6 kcal/mol
structure (SMILES): COc1ccc(/C=N/NC(=O)CC(=O)NCc2cccnc2)c(OC)c1
HOMO energy: -7.89 eV
E_LUMO: 0.55 eV
net charge: 0
gap between HOMO and LUMO: 8.439 eV
2S+1: 1

Entry 5:
A single C18H20N4O4S2 molecule. Source: the Open Molecules 2025 dataset; level of theory: ωB97M-V with the def2-TZVPD basis set.

Bonds (Å) are listed after each position.
Geometry (Å):
1 C -3.2259 -4.2610 -1.1655  H2 1.095, O3 1.408, H47 1.096, H48 1.088
2 H -2.4708 -3.9908 -1.9114  C1 1.095
3 O -3.9575 -3.1431 -0.7198  C1 1.408, C4 1.400
4 C -3.2350 -2.2418 0.0720  O3 1.400, C5 1.544, H45 1.094, H46 1.101
5 C -2.2706 -1.3501 -0.7389  C4 1.544, N6 1.433, H43 1.093, H44 1.094
6 N -1.6074 -0.4085 0.1138  C5 1.433, C7 1.366, C14 1.380
7 C -2.0067 0.8617 0.4198  N6 1.366, N8 1.301, S19 1.747
8 N -1.2518 1.4670 1.2891  C7 1.301, C9 1.371
9 C -0.2727 0.5617 1.6091  N8 1.371, C10 1.388, C14 1.414
10 C 0.8130 0.6829 2.4658  C9 1.388, C11 1.379, H18 1.077
11 C 1.6640 -0.3972 2.5689  C10 1.379, C12 1.396, H17 1.080
12 C 1.4554 -1.5699 1.8409  C11 1.396, C13 1.381, H16 1.079
13 C 0.3791 -1.7101 0.9876  C12 1.381, C14 1.384, H15 1.079
14 C -0.4831 -0.6324 0.8817  N6 1.380, C9 1.414, C13 1.384
15 H 0.2296 -2.6186 0.4252  C13 1.079
16 H 2.1491 -2.3904 1.9420  C12 1.079
17 H 2.5125 -0.3347 3.2338  C11 1.080
18 H 0.9721 1.5943 3.0174  C10 1.077
19 S -3.3083 1.6610 -0.4273  C7 1.747, C20 1.825
20 C -2.7744 3.3846 -0.1546  S19 1.825, H21 1.091, H22 1.089, C23 1.526
21 H -3.3010 3.9808 -0.9013  C20 1.091
22 H -3.0753 3.6983 0.8440  C20 1.089
23 C -1.2628 3.5543 -0.2772  C20 1.526, O24 1.201, N25 1.376
24 O -0.6553 4.3193 0.4223  C23 1.201
25 N -0.7094 2.7960 -1.2828  C23 1.376, C26 1.395, H42 1.015
26 C 0.5217 2.1456 -1.1899  N25 1.395, C27 1.393, C31 1.396
27 C 1.5455 2.6109 -0.3673  C26 1.393, C28 1.383, H41 1.077
28 C 2.6847 1.8461 -0.1968  C27 1.383, C29 1.380, H40 1.077
29 C 2.8001 0.6339 -0.8457  C28 1.380, C30 1.381, S34 1.778
30 C 1.8138 0.1836 -1.7006  C29 1.381, C31 1.380, H33 1.078
31 C 0.6742 0.9414 -1.8794  C26 1.396, C30 1.380, H32 1.081
32 H -0.1147 0.5931 -2.5318  C31 1.081
33 H 1.9450 -0.7671 -2.1918  C30 1.078
34 S 4.2342 -0.3912 -0.6148  C29 1.778, O35 1.438, O36 1.433, N37 1.682
35 O 3.8366 -1.7669 -0.7405  S34 1.438
36 O 5.3156 0.0847 -1.4262  S34 1.433
37 N 4.6457 -0.0748 0.9848  S34 1.682, H38 1.007, H39 1.007
38 H 5.6366 0.0796 1.0813  N37 1.007
39 H 4.3219 -0.8070 1.5955  N37 1.007
40 H 3.4790 2.1727 0.4535  C28 1.077
41 H 1.4194 3.5426 0.1581  C27 1.077
42 H -1.3788 2.3084 -1.8695  N25 1.015
43 H -1.5094 -1.9616 -1.2309  C5 1.093
44 H -2.8441 -0.8066 -1.4959  C5 1.094
45 H -3.9838 -1.6055 0.5527  C4 1.094
46 H -2.6658 -2.7716 0.8514  C4 1.101
47 H -2.7348 -4.7709 -0.3285  C1 1.096
48 H -3.9495 -4.9327 -1.6224  C1 1.088

energy above the lowest of the compared OMol25 structures with the same formula, charge and spin: 28.1 kcal/mol
structure (SMILES): COCCn1c(SCC(=O)Nc2ccc(S(N)(=O)=O)cc2)nc2ccccc21
HOMO energy: -8.45 eV
E_LUMO: 0.37 eV
net charge: 0
gap between HOMO and LUMO: 8.824 eV
2S+1: 1